No. 1
This record from the Open Molecules 2025 dataset describes an isolated molecule of C4H10N2S in a non-equilibrium geometry. The level of theory is wB97M-V/def2-TZVPD.

Computed properties:
- SMILES: [H]/N=C/NSC(C)C
- ΔE to the lowest compared entry with this formula, charge and spin: 11.36 kcal per mole
- Net charge: 0
- E_HOMO: -8.712 eV

Atoms and positions in Å:
1 H -3.5723 0.4151 -0.3241
2 N -2.6192 0.6420 -0.1230
3 C -2.1997 -0.1360 0.8039
4 N -0.9081 -0.0822 1.2964
5 S 0.1309 1.2235 1.1031
6 C 1.2266 0.6111 -0.1872
7 C 1.8852 -0.7017 0.2665
8 C 0.4776 0.3901 -1.5175
9 H -2.6604 -1.0753 1.1327
10 H -0.8262 -0.5186 2.2289
11 H 1.9662 1.4191 -0.2903
12 H 2.2537 -0.5784 1.2906
13 H 1.1740 -1.5266 0.2825
14 H 2.7250 -0.9487 -0.3894
15 H 1.2182 0.0195 -2.2342
16 H -0.2514 -0.3992 -1.3663
17 H -0.0202 1.2463 -1.9724

No. 2
This record from the Open Molecules 2025 dataset describes an isolated molecule of C4H10N2S in a non-equilibrium geometry. The level of theory is wB97M-V/def2-TZVPD.

Computed properties:
- SMILES: [H]/N=C(/NC)SCC
- ΔE to the lowest compared entry with this formula, charge and spin: 9.28 kcal per mole
- Net charge: 0
- E_HOMO: -8.850 eV

Atoms and positions in Å:
1 H -1.3601 2.3303 1.3387
2 N -0.5429 1.7630 1.5626
3 C -0.2068 1.1667 0.4595
4 N 0.9085 0.3688 0.4949
5 C 1.6994 0.2124 1.6835
6 S -1.0249 1.3138 -1.1689
7 C -0.6809 -0.3114 -1.9124
8 C -1.1745 -1.4340 -1.0197
9 H 1.3746 0.1334 -0.3424
10 H 2.0871 1.1151 2.0489
11 H 1.0207 -0.1302 2.5291
12 H 2.4700 -0.5117 1.5522
13 H 0.4135 -0.4600 -1.9165
14 H -1.1192 -0.3184 -2.9254
15 H -0.5881 -1.4822 -0.0530
16 H -1.0292 -2.4120 -1.4796
17 H -2.2471 -1.3437 -0.8517

No. 3
This record from the Open Molecules 2025 dataset describes an isolated molecule of C4H10N2S2 in a non-equilibrium geometry. The level of theory is wB97M-V/def2-TZVPD.

Computed properties:
- SMILES: CCS/C(=N\S)NC
- ΔE to the lowest compared entry with this formula, charge and spin: 27.39 kcal per mole
- Net charge: 0
- E_HOMO: -7.896 eV

Atoms and positions in Å:
1 C 0.0020 1.9716 1.2514
2 C 0.7246 2.0725 -0.0645
3 S 0.5144 0.5470 -1.1516
4 C 0.1657 -0.7826 0.0602
5 N -1.0062 -1.0560 0.4721
6 S -2.5379 -0.5133 -0.0438
7 N 1.2162 -1.5873 0.3409
8 C 2.6405 -1.1954 0.2064
9 H 0.2902 2.8632 1.8458
10 H 0.3293 1.1097 1.8355
11 H -1.0522 1.9479 1.0854
12 H 1.8167 2.1878 0.1205
13 H 0.4030 2.9355 -0.6350
14 H -2.0765 0.1438 -1.0980
15 H 0.9868 -2.2832 1.0292
16 H 3.2582 -1.8992 0.7843
17 H 2.8918 -1.2141 -0.8724
18 H 2.8630 -0.2235 0.6178

No. 4
This record from the Open Molecules 2025 dataset describes a cluster of 2 separate species, C4H10N2Si in total in a non-equilibrium geometry. The level of theory is wB97M-V/def2-TZVPD.

Computed properties:
- ΔE to the lowest compared entry with this formula, charge and spin: 91.51 kcal per mole
- Net charge: 0
- E_HOMO (alpha / beta): -6.854 / -6.978 eV

Atoms and positions in Å:
1 C -0.7489 -0.7136 -1.2324
2 C 0.6019 -0.7578 -1.3043
3 C -2.6095 -0.1541 0.3079
4 C 2.7214 1.1290 0.0225
5 N -1.2146 -0.2946 0.0107
6 N 1.1653 -0.5399 -0.1238
7 Si 0.1515 0.1014 1.0701
8 H -1.5496 -0.9591 -1.9082
9 H 1.1469 -1.1425 -2.1220
10 H -3.1008 -0.4314 -0.5972
11 H -2.9500 -1.0316 1.0442
12 H -2.9466 0.8241 0.7994
13 H 2.1937 1.9623 0.2310
14 H 3.2247 0.5716 0.8418
15 H 3.3401 0.9645 -0.8098
16 H 0.5574 1.4095 1.5852
17 H 0.0172 -0.9376 2.1847

No. 5
This record from the Open Molecules 2025 dataset describes an isolated molecule of C4H10N2Si in a non-equilibrium geometry. The level of theory is wB97M-V/def2-TZVPD.

Computed properties:
- ΔE to the lowest compared entry with this formula, charge and spin: 102.07 kcal per mole
- Net charge: 0
- E_HOMO (alpha / beta): -6.845 / -6.378 eV

Atoms and positions in Å:
1 C 0.3252 -1.0149 -0.2377
2 C -1.0386 -0.6950 -0.1323
3 C 2.6658 -0.6823 0.2086
4 C -3.0503 0.5570 -0.0027
5 N 1.3563 -0.1487 -0.0455
6 N -1.6113 0.4747 0.2396
7 Si 1.2272 1.5951 -0.1162
8 H 0.5440 -2.1258 -0.1365
9 H -1.6840 -1.4711 -0.5008
10 H 2.9834 -1.2280 -0.6031
11 H 3.5563 0.1242 0.2611
12 H 2.6128 -1.3768 1.0919
13 H -3.2618 1.4211 -0.5452
14 H -3.4496 -0.4432 -0.2771
15 H -3.5322 0.8382 0.8216
16 H -0.1542 2.0438 0.0764
17 H 2.5110 2.1317 -0.1019

No. 6
This record from the Open Molecules 2025 dataset describes the ion C4H10N3 with charge +1 in a non-equilibrium geometry. The level of theory is wB97M-V/def2-TZVPD.

Computed properties:
- SMILES: [H]/N=C1/[C@H](N)[C@@]1(C)[NH3+]
- ΔE to the lowest compared entry with this formula, charge and spin: 94.49 kcal per mole
- Net charge: +1
- E_HOMO: -13.091 eV

Atoms and positions in Å:
1 H 1.0319 -2.1240 -2.1412
2 N 0.8600 -1.1410 -2.2872
3 C 0.4851 -0.3676 -1.3946
4 C 0.1639 0.9397 -0.8692
5 N 1.2243 1.7940 -0.5182
6 C -0.1060 -0.2819 0.0653
7 C 0.7911 -0.4274 1.2972
8 N -1.5688 -0.7952 0.0899
9 H -0.8305 1.4351 -1.3681
10 H 1.1183 2.7355 -0.8802
11 H 2.1480 1.4299 -0.7090
12 H 1.8834 -0.3454 1.2060
13 H 0.5671 -1.4347 1.6311
14 H 0.4983 0.3284 1.9282
15 H -1.7095 -0.9276 1.0629
16 H -1.5474 -1.6988 -0.3294
17 H -2.0300 0.0456 -0.3869